{"formula": "C4H3FeO", "method": "ωB97M-V/def2-TZVPD", "total_charge": 1, "homo_lumo_gap_ev": [7.512, 5.964], "e_homo_ha": [-0.4791, -0.4550], "relative_energy_kcal_mol": 0.0, "multiplicity": 5, "fmax_ev_per_a": 3.03, "s_squared": 6.12, "elements": ["C", "C", "C", "C", "O", "Fe", "H", "H", "H"], "coordinates": [[-2.117, 0.711, -0.028], [-0.873, 0.334, -0.319], [0.119, -0.419, -0.039], [1.303, -1.045, 0.047], [2.458, -0.466, 0.257], [3.041, 1.213, 0.135], [-2.305, 1.539, 0.659], [-2.972, 0.253, -0.531], [1.345, -2.121, -0.179]]}